(1)
C37H27FeN7 | the ωB97M-V functional and the def2-TZVPD basis

Element x y z (Å)
1 Fe -0.168 -0.373 0.659
2 C -2.005 3.274 1.173
3 C -0.234 4.343 -0.370
4 C 0.850 3.603 -0.113
5 C 0.955 2.249 0.442
6 N 0.039 1.583 1.063
7 C -1.152 2.113 1.688
8 N 2.229 1.713 0.170
9 C 2.540 0.536 0.581
10 N 1.672 -0.417 1.028
11 C 2.325 -1.353 1.739
12 N 1.792 -2.209 2.556
13 C 0.501 -2.009 3.033
14 C 0.152 -2.787 4.148
15 C -1.047 -2.588 4.789
16 C -1.904 -1.594 4.324
17 C -1.525 -0.883 3.209
18 N -0.374 -1.096 2.545
19 C 3.785 -1.162 1.521
20 C 4.885 -1.872 1.952
21 C 6.142 -1.382 1.603
22 C 6.276 -0.203 0.877
23 C 5.159 0.527 0.474
24 C 3.919 0.019 0.794
25 H -2.543 3.798 1.968
26 H -0.048 5.228 -0.974
27 H 1.795 3.944 -0.518
28 H -1.083 1.976 2.770
29 H 0.874 -3.514 4.492
30 H -1.310 -3.185 5.652
31 H -2.847 -1.380 4.805
32 H -2.162 -0.106 2.801
33 H 4.769 -2.773 2.539
34 H 7.030 -1.920 1.908
35 H 7.266 0.156 0.629
36 H 5.253 1.458 -0.069
37 N -0.183 -2.364 0.035
38 C 0.045 -2.456 -1.390
39 C 0.184 -3.642 -2.052
40 C 0.347 -3.661 -3.452
41 C 0.338 -2.493 -4.161
42 C 0.182 -1.254 -3.499
43 C 0.093 -0.016 -4.181
44 C -0.121 1.118 -3.465
45 C -0.194 1.043 -2.057
46 N -0.072 -0.075 -1.386
47 C 0.069 -1.235 -2.098
48 H 0.573 -2.815 0.545
49 H -1.037 -2.857 0.283
50 H 0.155 -4.572 -1.498
51 H 0.461 -4.608 -3.961
52 H 0.437 -2.501 -5.239
53 H 0.171 0.004 -5.261
54 H -0.238 2.082 -3.938
55 H -0.362 1.943 -1.486
56 C -3.868 -0.658 -2.050
57 C -3.314 -1.180 -0.876
58 C -2.841 -0.348 0.110
59 C -2.889 1.080 -0.013
60 C -2.400 1.896 0.966
61 C -1.666 4.231 0.052
62 C -2.554 4.065 -1.169
63 C -3.235 3.003 -1.650
64 C -3.395 1.609 -1.254
65 C -3.899 0.723 -2.204
66 H -4.263 -1.311 -2.816
67 H -3.277 -2.257 -0.734
68 H -2.513 -0.778 1.056
69 H -1.868 5.241 0.440
70 H -2.637 4.969 -1.767
71 H -3.757 3.219 -2.582
72 H -4.282 1.139 -3.132

Results
E_tot in Eh: -3073.108719
Highest occupied orbital energy in eV: -5.21
E_LUMO in eV: -0.72
Kohn-Sham gap in eV: 4.488

Atom charges from the Mulliken analysis, given in e for atoms 1 to 2: number 1, Fe, carries -0.481; number 2, C, carries -1.375



(2)
C4H7NO | the ωB97M-V functional and the def2-TZVPD basis

Element x y z (Å)
1 O 2.047 0.993 0.111
2 C 0.973 0.222 -0.381
3 C 0.192 -1.344 -0.175
4 C -1.055 -0.521 -0.004
5 N -0.800 0.214 1.234
6 C -0.372 0.775 -0.074
7 H 1.671 1.787 0.527
8 H 1.195 0.068 -1.428
9 H 0.266 -2.123 0.596
10 H 0.305 -1.821 -1.155
11 H -2.048 -0.711 -0.388
12 H -1.638 0.713 1.514
13 H -0.736 1.749 -0.378

Results
E_tot in Eh: -286.494084
Highest occupied orbital energy in eV: -9.45
E_LUMO in eV: 0.97
ΔE to the lowest compared entry with this formula, charge and spin in eV: 3.743
SMILES string: O[C@H]1C[C@H]2N[C@@H]12
Kohn-Sham gap in eV: 10.420

Atom charges from the Mulliken analysis, given in e for atoms 1 to 2: number 1, O, carries -0.528; number 2, C, carries 0.012



(3)
C25H42BrN2O6S2 | the ωB97M-V functional and the def2-TZVPD basis

Element x y z (Å)
1 C -3.570 1.847 -4.298
2 C -3.665 1.931 -2.767
3 Br -5.522 2.437 -2.349
4 C -3.242 0.596 -2.070
5 C -2.338 0.907 -0.894
6 C -2.793 0.909 0.422
7 C -4.205 0.558 0.841
8 O -5.185 0.694 0.161
9 O -4.313 0.070 2.127
10 C -4.173 -1.372 2.173
11 C -2.728 -1.888 2.209
12 O -2.537 -3.055 1.946
13 C -1.926 1.238 1.455
14 C -0.648 1.554 1.180
15 N -0.229 1.510 -0.082
16 C -1.009 1.200 -1.104
17 C -0.360 1.190 -2.461
18 C 0.182 -0.208 -2.888
19 C 0.395 -1.210 -1.752
20 S 1.823 -0.782 -0.702
21 C 1.605 -1.746 0.789
22 S 0.516 -2.956 0.800
23 N 2.365 -1.509 1.965
24 C 2.214 -0.163 2.517
25 C 3.023 0.928 1.788
26 O 4.240 0.431 1.250
27 C 4.716 -0.681 1.979
28 C 3.784 -1.896 1.821
29 H -2.567 2.064 -4.675
30 H -4.231 2.619 -4.699
31 H -3.966 0.904 -4.679
32 H -3.059 2.761 -2.403
33 H -2.638 0.070 -2.815
34 H -4.100 -0.009 -1.793
35 H -4.685 -1.778 1.297
36 H -4.639 -1.706 3.101
37 H -1.860 -1.257 2.500
38 H -2.275 1.236 2.478
39 H 0.049 1.812 1.968
40 H 0.743 1.738 -0.273
41 H -1.104 1.556 -3.169
42 H 0.472 1.901 -2.481
43 H -0.577 -0.652 -3.541
44 H 1.068 -0.116 -3.517
45 H 0.653 -2.172 -2.224
46 H -0.518 -1.395 -1.179
47 H 2.571 -0.217 3.551
48 H 1.145 0.048 2.587
49 H 3.225 1.795 2.431
50 H 2.436 1.284 0.932
51 H 4.800 -0.412 3.042
52 H 5.722 -0.964 1.666
53 H 3.991 -2.480 0.925
54 H 4.025 -2.551 2.672
55 C 3.036 -4.642 -5.448
56 C 2.268 -4.737 -4.140
57 C 1.453 -6.018 -4.068
58 O 1.399 -3.605 -4.008
59 H 2.349 -4.635 -6.299
60 H 3.609 -3.715 -5.490
61 H 3.722 -5.482 -5.565
62 H 2.964 -4.697 -3.302
63 H 0.717 -6.053 -4.876
64 H 0.902 -6.069 -3.128
65 H 2.093 -6.898 -4.144
66 H 0.777 -3.624 -4.743
67 C -0.916 4.382 5.376
68 C 0.573 4.178 5.147
69 C 1.281 5.498 4.894
70 O 0.774 3.301 4.028
71 H -1.383 4.833 4.495
72 H -1.412 3.425 5.549
73 H -1.099 5.028 6.234
74 H 1.013 3.686 6.014
75 H 0.882 5.985 3.998
76 H 2.346 5.336 4.723
77 H 1.163 6.177 5.738
78 H 0.390 3.730 3.256

Results
E_tot in Eh: -4908.830958
Highest occupied orbital energy in eV: -10.94
E_LUMO in eV: -4.61
Kohn-Sham gap in eV: 6.328
Charge: +1

Atom charges from the Mulliken analysis, given in e for atoms 1 to 2: number 1, C, carries -1.295; number 2, C, carries -0.045



(4)
C6H8N | the ωB97M-V functional and the def2-TZVPD basis

Element x y z (Å)
1 C -0.299 -0.462 1.811
2 C -0.184 -0.094 0.596
3 C -0.649 -0.745 3.040
4 C -0.577 1.380 -1.038
5 C -0.939 0.052 -0.590
6 C 0.539 0.363 -0.658
7 N 1.555 -0.295 -1.491
8 H -0.308 -1.687 3.339
9 H -0.964 -0.024 3.810
10 H -0.817 1.537 -2.095
11 H -0.972 2.117 -0.379
12 H -1.445 -0.779 -1.192
13 H 1.843 -1.084 -1.017
14 H 2.273 0.324 -1.901
15 H 0.944 -0.603 -2.233

Results
E_tot in Eh: -287.578785
Highest occupied orbital energy (spin up / spin down) in eV: -9.15 / -13.14
E_LUMO (spin up / spin down) in eV: -3.71 / -6.16
ΔE to the lowest compared entry with this formula, charge and spin in eV: 4.583
Kohn-Sham gap (spin up / spin down) in eV: 5.440 / 6.987
Multiplicity: 3
Charge: +1

Atom charges from the Mulliken analysis, given in e for atoms 1 to 2: number 1, C, carries 0.455; number 2, C, carries 0.919



(5)
C28H30AsClN6O3ReS4 | the ωB97M-V functional and the def2-TZVPD basis

Element x y z (Å)
1 Re -3.122 -0.100 0.254
2 O -5.611 -0.970 3.471
3 C -4.720 -0.698 2.705
4 N -4.822 -0.224 1.419
5 C -5.957 0.454 1.057
6 O -7.051 0.397 1.563
7 C -5.633 1.455 -0.021
8 C -6.655 2.137 -0.660
9 C -6.328 3.118 -1.580
10 C -4.986 3.393 -1.800
11 C -4.026 2.649 -1.137
12 N -4.332 1.683 -0.273
13 C -3.270 -0.714 3.120
14 C -2.875 -1.319 4.302
15 C -1.536 -1.288 4.655
16 C -0.653 -0.603 3.834
17 C -1.130 -0.016 2.677
18 N -2.406 -0.095 2.298
19 H -7.675 1.878 -0.418
20 H -7.098 3.656 -2.109
21 H -4.680 4.164 -2.489
22 H -2.974 2.816 -1.322
23 H -3.626 -1.811 4.897
24 H -1.193 -1.788 5.547
25 H 0.397 -0.541 4.077
26 H -0.472 0.520 2.007
27 S -5.189 -4.042 -1.198
28 As -3.463 -2.844 -1.419
29 S -3.899 -0.719 -1.938
30 S -2.420 -2.405 0.507
31 S -2.174 -3.804 -2.788
32 C 4.831 -2.895 -0.856
33 C 4.072 -1.931 -1.780
34 C 3.760 -2.700 -3.075
35 C 5.023 -0.791 -2.165
36 C 2.729 -1.451 -1.102
37 O 1.738 -2.454 -1.264
38 C 2.811 -1.190 0.423
39 C 3.726 -0.090 0.985
40 C 3.179 1.303 0.842
41 C 2.050 1.667 1.568
42 C 1.513 2.936 1.472
43 C 2.123 3.866 0.645
44 Cl 1.469 5.461 0.525
45 C 3.265 3.536 -0.066
46 C 3.785 2.259 0.036
47 C 2.150 -0.230 -1.853
48 N 0.883 0.221 -1.341
49 C -0.228 -0.450 -1.038
50 N -1.153 0.408 -0.605
51 C -0.534 1.614 -0.694
52 N 0.690 1.522 -1.130
53 H 5.680 -3.307 -1.397
54 H 4.207 -3.731 -0.545
55 H 5.214 -2.394 0.028
56 H 4.693 -3.057 -3.506
57 H 3.271 -2.069 -3.812
58 H 3.126 -3.562 -2.893
59 H 5.968 -1.226 -2.482
60 H 5.233 -0.120 -1.341
61 H 4.636 -0.209 -2.995
62 H 2.053 -3.288 -0.899
63 H 3.096 -2.135 0.885
64 H 1.789 -0.992 0.755
65 H 4.725 -0.153 0.559
66 H 3.827 -0.291 2.055
67 H 1.594 0.941 2.228
68 H 0.633 3.206 2.037
69 H 3.751 4.273 -0.687
70 H 4.689 2.012 -0.506
71 H 2.006 -0.508 -2.901
72 H 2.820 0.626 -1.781
73 H -0.339 -1.513 -1.140
74 H -0.979 2.552 -0.429

Results
E_tot in Eh: -6006.328525
Highest occupied orbital energy (spin up / spin down) in eV: -6.54 / -6.54
E_LUMO (spin up / spin down) in eV: -2.16 / -1.89
ΔE to the lowest compared entry with this formula, charge and spin in eV: 1.242
Kohn-Sham gap (spin up / spin down) in eV: 4.378 / 4.655
Multiplicity: 2

Atom charges from the Mulliken analysis, given in e for atoms 1 to 2: number 1, Re, carries 0.723; number 2, O, carries -0.602



(6)
H21O11 | the ωB97M-V functional and the def2-TZVPD basis

Element x y z (Å)
1 O -2.030 13.155 4.146
2 H -1.389 12.696 4.689
3 O -0.587 15.449 5.079
4 H 0.351 15.339 5.260
5 H -0.872 14.583 4.733
6 O -0.499 9.645 4.828
7 H -0.617 10.006 3.944
8 H -0.382 8.698 4.693
9 O -3.035 9.792 5.840
10 H -3.333 10.401 5.131
11 H -2.068 9.862 5.865
12 O 1.404 10.620 6.628
13 H 0.740 10.117 6.126
14 H 2.193 10.074 6.607
15 O -4.578 13.554 5.554
16 H -3.771 13.317 5.063
17 H -5.189 13.854 4.874
18 O -3.472 10.875 3.389
19 H -2.915 10.492 2.707
20 H -3.028 11.742 3.627
21 O 0.208 12.909 2.730
22 H 0.210 11.982 2.482
23 H -0.741 13.114 2.950
24 O -2.677 12.885 0.895
25 H -2.341 12.097 0.459
26 H -2.493 12.742 1.834
27 O -3.386 15.561 3.676
28 H -3.517 15.988 4.526
29 H -2.951 14.716 3.896
30 O -1.597 12.763 6.917
31 H -1.792 13.008 5.986
32 H -0.657 12.567 6.931

Results
E_tot in Eh: -840.286658
Highest occupied orbital energy in eV: -6.91
E_LUMO in eV: 2.06
ΔE to the lowest compared entry with this formula, charge and spin in eV: 1.570
Kohn-Sham gap in eV: 8.970
Charge: -1

Atom charges from the Mulliken analysis, given in e for atoms 1 to 2: number 1, O, carries -0.391; number 2, H, carries 0.197